# 1
{"formula": "C8H17AlNO5", "method": "ωB97M-V/def2-TZVPD", "charge": 1, "molar_mass_g_mol": 234.21, "max_force_ev_per_a": 13.19, "homo_ev": -12.56, "elements": ["Al", "C", "C", "O", "O", "H", "H", "H", "C", "C", "O", "O", "H", "H", "H", "C", "C", "C", "O", "C", "N", "H", "H", "H", "H", "H", "H", "H", "H", "H", "H", "H"], "positions_angstrom": [[-1.107926, -0.109371, -0.422515], [-0.102131, 2.069870, 3.014513], [-0.668256, 1.268191, 1.853314], [-0.230032, 1.424871, 0.649914], [-1.431134, 0.348276, 2.107198], [0.979005, 2.207286, 2.995512], [-0.345461, 1.561032, 3.947240], [-0.680777, 2.993251, 2.988951], [-4.460997, -2.493869, 0.449326], [-3.173547, -2.384598, -0.355502], [-2.668009, -3.408023, -0.782012], [-2.742026, -1.302496, -0.652532], [-4.170303, -2.767074, 1.463697], [-5.058537, -3.203704, -0.122679], [-4.977333, -1.558181, 0.663740], [3.483319, 0.225701, 0.271210], [2.046876, 0.411471, -0.040179], [1.841615, 0.856391, -1.479546], [0.431008, 0.884087, -1.813527], [0.135619, 0.784016, -3.183228], [1.297071, -0.817751, 0.310608], [3.839297, 0.009406, 1.278478], [4.037372, 1.120696, -0.011843], [3.923733, -0.637382, -0.228010], [1.584945, 1.171577, 0.589883], [2.250472, 0.065842, -2.108794], [2.395040, 1.759341, -1.737428], [0.786407, 1.479750, -3.712880], [-0.940703, 0.902007, -3.308482], [0.396696, -0.248851, -3.413763], [1.548124, -1.524327, -0.366022], [1.780573, -1.087435, 1.155359]], "forces_ev_per_angstrom": [[0.9, -0.2, 3.0], [-0.6, -0.1, -0.3], [1.0, -0.8, 1.3], [-2.3, -0.1, -1.7], [-1.1, -1.0, -1.1], [-0.2, 0.3, -0.4], [-0.1, -0.1, -0.2], [0.5, 0.4, 0.2], [0.3, 0.8, 0.2], [-2.3, -8.3, 0.9], [0.1, -0.3, 0.5], [5.9, 11.8, -1.3], [-0.1, -0.9, -0.2], [-0.2, -0.1, 0.7], [0.0, 0.2, -0.8], [2.0, 0.0, -0.4], [-0.7, 0.8, 0.8], [0.1, -1.8, -0.1], [-1.4, 0.1, 2.5], [0.6, -1.0, -0.6], [-1.0, 0.4, -1.6], [-1.0, 0.3, 0.6], [0.2, 0.0, -0.2], [-0.1, 0.1, -0.7], [0.8, -0.1, -0.2], [0.3, -0.2, -0.3], [-0.6, 0.4, 0.2], [-0.5, 0.1, -0.4], [0.2, 0.4, -0.3], [0.0, 0.0, -0.9], [0.2, -0.5, -0.1], [-0.8, -0.6, 0.7]], "nbo_charge": [2.0750, -0.7160, 0.8051, -0.8599, -0.6354, 0.2397, 0.2571, 0.2581, -0.7107, 0.7815, -0.5941, -0.8801, 0.2482, 0.2579, 0.2231, -0.6546, -0.1117, -0.0647, -0.6027, -0.2490, -0.8446, 0.2460, 0.2400, 0.2190, 0.2524, 0.1818, 0.2320, 0.2178, 0.2084, 0.1874, 0.3804, 0.4127]}

---

# 2
{"formula": "C8H17BrFNO3", "method": "ωB97M-V/def2-TZVPD", "molar_mass_g_mol": 274.13, "max_force_ev_per_a": 4.55, "homo_ev": -5.17, "elements": ["C", "C", "C", "F", "N", "Br", "C", "O", "C", "C", "O", "H", "H", "H", "H", "H", "H", "H", "H", "H", "H", "H", "H", "C", "C", "O", "H", "H", "H", "H", "H"], "positions_angstrom": [[1.337909, -0.866836, 1.160604], [1.442111, 0.487864, 0.443987], [0.591658, 1.590473, 1.026296], [1.169997, 2.266162, 2.038998], [-0.787559, 1.109531, 1.418274], [-1.007882, 1.154590, 3.321066], [-1.843495, 2.046585, 0.821948], [-3.061681, 1.798637, 1.462679], [-3.968568, 1.091443, 0.666723], [-4.401118, -0.312952, 1.059266], [-4.404799, 1.558018, -0.286018], [0.343645, -1.110694, 1.571895], [1.532002, -1.599048, 0.383284], [2.075190, -1.020774, 1.952005], [2.481786, 0.822789, 0.523676], [1.243513, 0.370220, -0.628935], [0.444203, 2.347078, 0.244718], [-1.001534, 0.173009, 1.058269], [-1.955403, 1.757006, -0.230776], [-1.535444, 3.087273, 0.909243], [-5.477620, -0.389232, 0.914858], [-4.181427, -0.553415, 2.104634], [-3.897664, -1.036815, 0.411362], [3.688078, -1.365949, -2.747349], [2.496026, -2.347112, -2.830173], [1.777529, -2.299876, -1.690558], [4.356513, -1.622379, -1.920901], [4.281985, -1.397486, -3.674231], [3.345270, -0.334473, -2.612925], [2.951356, -3.329525, -3.097632], [1.965420, -2.074112, -3.774290]], "forces_ev_per_angstrom": [[0.0, -0.2, -0.2], [0.2, -0.6, 0.8], [1.1, 0.3, -2.1], [-0.1, -0.1, 0.7], [-0.9, 1.6, 0.6], [0.1, -0.6, -0.2], [-1.0, -0.5, -0.3], [0.8, -0.3, 0.1], [0.0, -2.6, 2.5], [0.5, 0.3, 1.2], [-1.1, 2.4, -3.7], [0.2, 0.1, 0.0], [0.1, -0.5, -0.4], [-0.2, 0.3, 0.0], [-0.2, 0.2, -0.2], [-0.2, -0.1, 0.2], [-0.4, -0.1, 0.1], [0.6, -0.2, 0.4], [0.5, 0.3, 0.0], [0.2, -0.2, 0.4], [0.1, 0.0, -0.2], [0.1, 0.0, -0.2], [-0.1, 0.1, 0.0], [0.3, -0.1, -0.6], [0.7, 0.7, 0.2], [-0.7, 0.0, 0.4], [-0.1, 0.0, 0.1], [0.0, 0.1, 0.0], [-0.1, 0.0, 0.1], [-0.1, -0.2, 0.3], [-0.3, 0.1, 0.1]], "nbo_charge": [-0.6583, -0.4891, 0.3577, -0.3209, -0.4792, 0.3518, 0.0819, -0.5381, 0.7973, -0.7369, -0.4947, 0.1519, 0.3378, 0.2215, 0.2626, 0.2748, 0.1807, 0.4669, 0.2236, 0.2251, 0.2614, 0.2307, 0.2580, -0.6275, -0.0104, -0.9975, 0.1814, 0.1698, 0.1638, 0.0813, 0.0726]}

---

# 3
{"formula": "C8H17ClFeINOP", "method": "ωB97M-V/def2-TZVPD", "charge": 2, "de_lowest_kj_mol": 36.6, "molar_mass_g_mol": 392.41, "max_force_ev_per_a": 9.53, "homo_ev": [-15.99, -17.21], "multiplicity": 6, "elements": ["C", "I", "H", "H", "H", "Fe", "P", "C", "C", "H", "H", "H", "C", "H", "H", "H", "H", "H", "H", "C", "O", "Cl", "C", "C", "C", "N", "H", "H", "H", "H", "H"], "positions_angstrom": [[-0.319748, 1.463347, -1.524516], [0.387413, -1.887992, 2.082027], [0.311215, 1.196644, -2.375082], [-0.057972, 2.463122, -1.169594], [-1.365193, 1.484528, -1.839161], [0.000000, 0.000000, 0.000000], [-1.764697, -1.370084, -0.777602], [-3.345463, -1.104751, 0.098647], [-2.186611, -1.199644, -2.549144], [-0.413241, -3.360291, -0.860711], [-2.131011, -3.714983, -1.253350], [-1.612394, -3.435862, 0.445036], [-1.453254, -3.156745, -0.599103], [-1.267930, -1.282016, -3.136306], [-2.883813, -1.989395, -2.846613], [-4.121394, -1.775172, -0.283606], [-3.668915, -0.067276, -0.023205], [-2.642934, -0.225909, -2.742860], [-3.178158, -1.299934, 1.162082], [-1.071446, 0.947180, 1.160420], [-1.749379, 1.562584, 1.870660], [1.387857, -1.162642, -1.598683], [3.950586, 2.453411, 2.735042], [3.891695, 1.992144, 1.285665], [2.570126, 1.449930, 0.942243], [1.547832, 1.011963, 0.618888], [3.218228, 3.268863, 2.911218], [4.970449, 2.836069, 2.955260], [3.736129, 1.606599, 3.421898], [4.125927, 2.840405, 0.609577], [4.648713, 1.193605, 1.128756]], "forces_ev_per_angstrom": [[-1.1, 1.1, -1.2], [0.2, 0.0, 0.1], [0.1, -0.4, 0.5], [0.1, -0.3, 0.5], [0.0, -0.1, 0.2], [4.6, -3.1, -4.1], [-2.0, -1.2, -1.6], [0.6, 0.6, 0.4], [0.6, 0.6, 0.1], [-0.1, -0.1, -0.1], [0.0, 0.3, 0.0], [-0.1, -0.1, -0.2], [0.7, 0.2, 0.5], [-0.1, 0.0, 0.0], [0.1, 0.0, 0.3], [0.3, 0.0, -0.1], [-0.1, -0.1, 0.0], [0.0, -0.1, 0.0], [-0.2, 0.0, -0.1], [-5.8, 4.7, 6.0], [2.8, -2.4, -3.0], [-1.1, 0.1, 1.4], [-0.1, 0.3, 1.0], [0.3, -0.1, -0.3], [-0.3, -0.2, -0.7], [1.6, 0.9, 0.8], [0.5, -0.5, 0.0], [-0.7, -0.3, -0.2], [0.2, 0.6, -0.4], [-0.3, -0.6, 0.1], [-0.6, 0.3, -0.2]], "mulliken_spin": [0.3136, 1.0422, 0.0206, 0.0004, -0.0035, 3.5191, -0.2112, -0.0193, 0.0003, -0.0004, -0.0072, 0.0044, -0.0066, 0.0003, -0.0083, -0.0111, 0.0008, 0.0002, 0.0009, 0.0288, 0.0180, 0.2929, 0.0037, -0.0063, 0.0469, -0.0243, -0.0003, 0.0003, -0.0003, 0.0033, 0.0025]}